The molecule C6H15N in a non-equilibrium geometry. Source: OMol25; level of theory: the ωB97M-V functional and the def2-TZVPD basis.

Last column: Löwdin charge in e.
Element x y z (Å)
C -0.76 -1.35 2.35  -0.111
C -0.49 -0.17 1.45  -0.279
N 0.07 -0.53 0.10  -0.234
C -0.99 -1.17 -0.67  -0.093
C 0.02 1.88 -0.67  -0.105
C 0.84 0.56 -0.61  -0.421
C 1.65 0.25 -1.90  -0.089
H -0.92 -0.97 3.39  0.081
H 0.05 -2.03 2.57  0.061
H -1.53 -2.03 1.84  0.089
H 0.19 0.55 1.95  0.108
H -1.41 0.44 1.31  0.110
H -1.70 -0.38 -0.80  0.062
H -1.21 -2.09 -0.14  0.070
H -0.54 -1.21 -1.73  0.103
H -1.05 1.80 -0.94  0.062
H 0.44 2.71 -1.36  0.081
H 0.08 2.59 0.29  0.102
H 1.64 0.69 0.25  0.148
H 1.66 -0.90 -2.01  0.085
H 2.67 0.64 -1.76  0.064
H 1.29 0.72 -2.92  0.106

Results
**SMILES**: CCN(C)C(C)C
**Energy relative to the best compared isomer or geometry (same formula, charge and spin)**: 59.6 kcal per mole
**HOMO level**: -8.1 eV
**HOMO-LUMO gap**: 9.20 eV

---

A structure of composition C23H25N3O2S in a non-equilibrium geometry. Source: OMol25; level of theory: the ωB97M-V functional and the def2-TZVPD basis.

Last column: Löwdin charge in e.
Element x y z (Å)
C -5.72 -1.88 0.66  0.063
H -5.59 -2.80 1.17  0.085
O -4.37 -1.16 0.75  -0.067
C -4.24 -0.09 0.12  -0.428
C -5.16 0.40 -0.85  0.014
C -4.89 1.70 -1.23  -0.076
C -3.70 2.24 -0.86  -0.162
C -2.72 1.75 -0.31  -0.191
C -3.10 0.55 0.30  0.007
H -2.33 -0.02 1.06  0.175
C -1.44 2.53 0.10  -0.211
C -0.33 1.67 -0.14  0.038
C 1.05 1.95 0.12  -0.186
C 1.13 3.55 0.67  0.066
C -0.06 4.20 0.62  -0.089
C -1.36 3.63 0.60  -0.087
H -2.15 4.09 0.62  0.048
H -0.02 5.19 1.14  0.117
H 2.17 4.00 0.79  0.104
N 2.12 1.37 0.17  0.088
C 3.38 1.57 0.35  -0.345
O 3.66 2.64 1.23  -0.109
C 4.42 0.62 0.07  -0.241
C 4.23 0.16 -1.29  -0.206
C 3.65 -1.10 -1.87  -0.106
N 2.64 -1.41 -0.70  -0.240
C 1.74 -2.76 -1.06  -0.088
C 0.60 -2.59 -0.19  -0.503
N 0.50 -3.43 1.07  0.020
C -0.60 -3.43 1.64  -0.245
C -1.61 -2.63 0.84  -0.351
S -1.04 -2.11 -0.70  1.055
H -2.61 -2.56 1.18  0.023
H -0.76 -4.02 2.49  0.091
H 2.29 -3.58 -1.02  0.064
H 1.42 -2.22 -2.04  0.145
C 3.07 -1.53 0.51  -0.361
C 4.33 -0.72 1.17  -0.004
H 5.18 -1.33 0.70  0.123
H 4.28 -0.32 2.05  0.035
H 3.30 -2.66 1.11  0.170
H 2.12 -1.09 1.58  0.202
H 4.31 -2.10 -1.47  0.176
H 3.21 -1.50 -2.62  0.029
H 3.59 0.92 -2.06  0.185
H 5.43 0.03 -1.95  0.202
H 5.49 0.86 0.23  0.151
H 2.12 0.27 -0.35  0.212
H -0.26 0.64 -0.46  0.068
H -3.47 3.37 -1.44  0.194
H -5.52 2.33 -1.98  0.143
H -6.13 0.20 -0.97  0.061
H -6.41 -1.19 0.82  0.041
H -5.86 -2.23 -0.38  0.102

Results
**Energy relative to the best compared isomer or geometry (same formula, charge and spin)**: 542.9 kcal per mole
**HOMO level**: -7.7 eV
**HOMO-LUMO gap**: 7.34 eV

---

A structure of composition C24H64AsF6N4O4 in a non-equilibrium geometry. Source: OMol25; level of theory: the ωB97M-V functional and the def2-TZVPD basis.

Last column: Löwdin charge in e.
Element x y z (Å)
C -4.70 -7.69 -0.44  -0.060
C -3.72 -6.61 -0.70  -0.150
N -3.82 -5.33 0.21  -0.233
C -5.23 -4.77 0.12  0.007
C -3.62 -5.68 1.70  -0.138
C -3.28 -4.47 2.61  -0.052
C -2.88 -4.22 -0.36  -0.058
C -1.41 -4.66 -0.68  -0.193
O -0.96 -5.47 0.36  -0.213
C 0.33 -6.10 0.12  -0.036
H -4.71 -7.94 0.63  0.091
H -4.43 -8.62 -0.93  0.107
H -5.71 -7.42 -0.76  0.087
H -3.59 -6.24 -1.71  0.135
H -2.78 -7.06 -0.36  0.119
H -5.44 -4.56 -0.93  0.110
H -5.29 -3.90 0.77  0.103
H -5.96 -5.52 0.43  0.104
H -2.87 -6.47 1.66  0.121
H -4.49 -6.18 2.15  0.126
H -3.41 -4.77 3.65  0.090
H -3.93 -3.60 2.53  0.069
H -2.31 -4.00 2.47  0.073
H -3.02 -3.34 0.27  0.122
H -3.37 -4.00 -1.31  0.122
H -0.93 -3.69 -0.82  0.138
H -1.50 -5.23 -1.60  0.123
H 0.13 -7.04 -0.40  0.093
H 0.78 -6.41 1.06  0.093
H 1.03 -5.43 -0.38  0.099
C 1.60 3.87 3.53  -0.057
C 0.81 2.62 3.07  -0.133
N 1.08 1.31 3.93  -0.181
C 0.90 1.62 5.43  0.011
C -0.07 0.27 3.56  -0.149
C -1.45 0.81 3.63  -0.101
C 2.52 0.68 3.66  -0.025
C 2.92 -0.31 4.77  -0.153
O 1.86 -1.32 4.91  -0.240
C 2.25 -2.36 5.73  -0.103
H 1.44 4.09 4.58  0.074
H 1.18 4.68 2.94  0.094
H 2.68 3.82 3.44  0.074
H 1.01 2.27 2.06  0.134
H -0.22 2.97 3.09  0.113
H 1.71 2.25 5.80  0.105
H 0.71 0.71 6.00  0.112
H 0.07 2.33 5.47  0.101
H -0.02 -0.55 4.29  0.107
H 0.01 -0.23 2.59  0.136
H -1.84 1.36 4.49  0.090
H -2.26 0.08 3.65  0.088
H -1.69 1.40 2.74  0.079
H 3.23 1.50 3.59  0.128
H 2.39 0.15 2.72  0.136
H 3.14 0.24 5.69  0.128
H 3.74 -0.89 4.35  0.136
H 1.45 -3.10 5.78  0.098
H 2.31 -2.00 6.76  0.098
H 3.19 -2.79 5.37  0.099
C -3.52 3.35 -4.89  -0.046
C -4.48 2.29 -5.25  -0.263
C -5.45 2.69 -6.44  -0.126
O -6.01 1.52 -7.05  -0.228
C -7.26 1.56 -7.73  -0.082
N -3.85 0.93 -5.57  0.241
H -3.13 1.05 -6.27  0.171
H -3.42 0.53 -4.75  0.169
H -4.42 0.21 -5.99  0.157
H -3.90 4.32 -5.22  0.101
H -2.50 3.34 -5.27  0.102
H -3.40 3.56 -3.82  0.094
H -5.06 2.08 -4.35  0.151
H -5.07 3.29 -7.27  0.138
H -6.34 3.24 -6.11  0.135
H -7.24 2.35 -8.48  0.097
H -8.15 1.73 -7.13  0.092
H -7.53 0.62 -8.20  0.097
C 7.15 7.32 -1.00  -0.037
C 7.60 5.93 -1.42  -0.279
C 8.27 5.17 -0.21  -0.155
O 7.31 4.64 0.65  -0.215
C 7.63 3.48 1.40  -0.074
N 6.42 5.16 -1.89  0.234
H 6.56 4.43 -2.57  0.182
H 5.91 4.79 -1.10  0.162
H 5.92 5.89 -2.38  0.163
H 6.73 7.94 -1.80  0.095
H 7.89 7.97 -0.56  0.105
H 6.41 7.28 -0.19  0.100
H 8.20 5.97 -2.33  0.161
H 8.87 5.84 0.41  0.140
H 8.93 4.37 -0.54  0.132
H 8.56 3.65 1.93  0.097
H 7.83 2.61 0.77  0.096
H 6.81 3.33 2.11  0.094
As 2.02 0.93 -2.66  0.863
F 2.70 -0.68 -2.51  -0.281
F 3.25 1.43 -3.85  -0.291
F 1.28 2.57 -2.85  -0.313
F 0.88 0.46 -1.35  -0.330
F 3.15 1.48 -1.37  -0.330
F 0.89 0.32 -3.93  -0.317

Results
**Total charge**: +3
**HOMO level**: -15.8 eV
**HOMO-LUMO gap**: 10.02 eV

---

The molecule C16H20Si in a non-equilibrium geometry. Source: OMol25; level of theory: the ωB97M-V functional and the def2-TZVPD basis.

Last column: Löwdin charge in e.
Element x y z (Å)
C -3.88 0.81 1.01  -0.083
C 1.07 -3.44 -2.49  -0.113
C -3.38 0.08 -0.03  -0.107
C -2.99 1.55 1.84  -0.053
C 0.61 -3.46 -1.17  -0.064
C 1.57 -2.29 -2.98  -0.113
C -2.03 0.01 -0.29  -0.093
C -1.58 1.41 1.68  -0.101
C 0.64 -2.31 -0.37  -0.093
C 1.50 -1.13 -2.22  -0.081
C -1.16 0.67 0.60  -0.243
C 0.95 -1.10 -0.93  -0.286
C 1.04 -0.61 2.70  -0.167
C 1.01 3.30 -0.40  -0.157
C 1.63 0.26 1.62  -0.303
C 1.14 1.93 -1.12  -0.287
Si 0.67 0.45 0.01  0.689
H -4.91 0.79 1.38  0.102
H 1.00 -4.28 -3.18  0.108
H -4.00 -0.38 -0.78  0.098
H -3.35 2.20 2.60  0.083
H -0.01 -4.28 -0.86  0.098
H 1.97 -2.28 -4.05  0.132
H -1.54 -0.47 -1.12  0.092
H -0.91 1.93 2.33  0.095
H 0.20 -2.25 0.63  0.093
H 1.86 -0.16 -2.60  0.094
H 0.07 -0.18 2.96  0.047
H 0.89 -1.72 2.51  0.086
H 1.54 -0.59 3.68  0.066
H 0.38 3.23 0.48  0.042
H 2.01 3.64 -0.04  0.083
H 0.64 4.04 -1.07  0.052
H 2.45 -0.34 1.21  0.063
H 2.18 1.18 1.90  0.085
H 2.17 1.79 -1.35  0.050
H 0.53 1.98 -2.05  0.087

Results
**SMILES**: CC[Si](CC)(c1ccccc1)c1ccccc1
**Energy relative to the best compared isomer or geometry (same formula, charge and spin)**: 38.5 kcal per mole
**HOMO level**: -9.0 eV
**HOMO-LUMO gap**: 9.84 eV